The molecule C4H6N2O. Source: the OMol25 dataset; level of theory: the ωB97M-V functional and the def2-TZVPD basis.

Properties
LUMO energy: 0.1 eV
Spin multiplicity: 1

Last column: natural (NBO) charge in e.
Positions of all 13 atoms, in Å:
N  -2.030  -0.662  0.191  -0.68
H  1.935  1.796  -0.327  0.21
O  2.562  -1.050  -0.042  -0.68
C  -0.689  -0.063  0.085  0.12
C  -0.226  1.223  -0.107  -0.35
H  3.272  -0.412  -0.163  0.47
H  -1.754  -1.652  0.278  0.46
H  -2.616  -0.568  -0.642  0.42
C  1.388  -0.343  -0.037  0.40
H  -0.777  2.154  -0.179  0.21
H  -2.574  -0.404  1.017  0.41
C  1.180  1.032  -0.184  -0.42
N  0.253  -1.026  0.125  -0.58

***

The molecule C4H6N2O. Source: the OMol25 dataset; level of theory: the ωB97M-V functional and the def2-TZVPD basis.

Properties
LUMO energy: 0.8 eV
SMILES: CNC(=O)N1C=C1
Spin multiplicity: 1

Last column: natural (NBO) charge in e.
Positions of all 13 atoms, in Å:
N  1.268  -0.322  0.268  -0.63
H  1.202  -2.370  -0.001  0.22
H  -0.383  -1.659  0.312  0.19
H  0.394  -1.461  -1.282  0.20
C  -1.498  0.450  -0.608  -0.08
C  -1.582  1.441  0.192  -0.03
C  0.807  0.966  0.315  0.76
C  0.573  -1.502  -0.203  -0.42
H  -2.044  2.108  0.897  0.24
N  -0.288  1.336  -0.531  -0.48
H  2.050  -0.458  0.891  0.40
H  -1.859  -0.347  -1.234  0.24
O  1.359  1.817  0.986  -0.62

***

- Among the records above, which one has the lowest LUMO energy?
  number 1

***

- Number 2 is which compound?
  C4H6N2O